Density functional theory data (the ωB97M-V functional and the def2-TZVPD basis) for a 2-piece molecular cluster, C3H10NOP2 overall.

```
! RIJCOSX wB97M-V def2-TZVPD def2/J DEFGRID3
* xyz 1 1
C 1.482 0.903 -0.717
P 0.249 1.736 0.317
O 0.380 3.234 -0.289
P -1.666 1.101 -0.645
H 2.141 0.384 -0.024
H 1.086 0.194 -1.438
H 2.053 1.661 -1.247
H 0.073 3.873 0.362
H -1.759 1.447 -1.996
H -1.889 -0.268 -0.548
H -2.697 1.749 0.022
C 0.230 -2.978 0.679
C -0.187 -2.045 1.717
N -0.513 -1.328 2.554
H -0.630 -3.537 0.315
H 0.692 -2.444 -0.150
H 0.955 -3.678 1.089
*
```

The value obtained for the LUMO energy is -3.85 eV. Its HOMO-LUMO gap is 0.372 hartree. Its strongest force on any atom is 0.02287 Eh/bohr. As for the energy above the lowest of the compared OMol25 structures with the same formula, charge and spin: 0.154 eV.